(1)
A structure of composition C33H29IrN8O2 in a non-equilibrium geometry, computed with wB97M-V/def2-TZVPD.

- Total charge: +2
- Strongest force on any atom: 1.15 eV Å⁻¹
- LUMO level (spin up / spin down): -0.2760 / -0.2760 hartree
- Energy relative to the best compared isomer or geometry (same formula, charge and spin): 1.4327 eV

Last column: Löwdin charge in e.
CARTESIAN COORDINATES (ANGSTROEM)
1 O 1.66816 1.31686 1.19563  -0.11
2 N 6.88048 -1.51501 -1.44287  0.17
3 C 0.37618 5.51514 6.27993  -0.22
4 H 6.72696 -4.73313 1.81178  0.14
5 H 6.13560 -2.46419 1.01802  0.12
6 H -3.23811 -0.03204 1.27223  0.11
7 H 8.90376 -5.47259 -1.83562  0.12
8 C 1.29904 -1.54293 -1.44616  -0.06
9 H -2.12806 2.27921 4.90715  0.13
10 C 2.38782 -2.17994 -2.03394  0.01
11 H -1.57049 1.68412 -2.29440  0.11
12 H 2.20823 -2.98688 -2.72950  0.13
13 H 1.74706 5.95905 7.88821  0.12
14 H -2.07959 -2.54923 -2.00175  0.12
15 C 3.66974 -1.77040 -1.73795  0.04
16 H 8.30167 -3.21085 -2.63428  0.14
17 H -1.32019 -0.56108 -3.26077  0.12
18 C 2.70198 -0.15325 -0.27134  -0.15
19 C 4.03992 1.40672 1.07958  0.05
20 H 4.51542 -2.24523 -2.21760  0.12
21 C 2.77531 0.89036 0.70231  -0.30
22 C -1.75548 2.24421 3.89790  -0.01
23 C 3.84533 -0.73928 -0.81422  -0.05
24 C 7.15604 -2.71893 -0.88982  -0.25
25 C -2.61558 -1.41974 -0.24908  -0.06
26 C -2.77820 -0.14899 0.29996  -0.10
27 C -0.79736 3.99948 0.84324  0.01
28 C 0.15926 5.51140 4.90401  -0.17
29 N -1.63503 4.78616 6.02119  0.06
30 H 9.90286 -6.94882 -0.29346  0.11
31 C 5.13859 -0.20183 -0.37885  -0.16
32 H 3.10668 6.71162 3.88234  0.11
33 C -1.83174 0.82231 -1.69408  -0.10
34 H -1.74202 5.44721 2.84057  0.14
35 C -1.90623 4.72839 3.63999  -0.05
36 C 1.13185 5.93385 3.99583  -0.02
37 H -2.66966 1.97647 -0.07436  0.10
38 C -1.34558 1.21885 3.11503  -0.10
39 C 6.71081 -3.13535 0.39289  0.03
40 C 8.90644 -7.35866 -0.13427  0.00
41 C -1.71158 -0.45787 -2.25667  -0.11
42 C 8.29001 -4.82429 -1.22990  0.03
43 C 1.58925 5.94863 6.81917  0.00
44 N -0.76717 5.05432 6.90360  0.09
45 H 8.95875 -8.22442 0.51551  0.11
46 N -1.59719 3.38519 3.14558  0.01
47 C 2.32388 6.35828 4.54008  -0.07
48 C 5.17530 0.89880 0.54174  0.03
49 H 0.96303 5.95774 2.92741  0.09
50 H 4.06910 2.20888 1.80493  0.14
51 O 8.08774 -6.40638 0.57098  -0.01
52 N -0.94902 1.72376 1.89111  -0.11
53 C 7.95850 -3.57356 -1.67436  0.04
54 H -1.71126 4.44116 0.44110  0.10
55 H 8.43788 -7.62778 -1.08008  0.11
56 C -1.09455 3.04416 1.94196  -0.33
57 H -1.30813 0.16671 3.33482  0.11
58 Ir 0.02364 0.63169 0.44904  1.10
59 H -2.92287 -2.28968 0.31542  0.12
60 N -1.12526 5.05650 4.78425  -0.07
61 N 1.43820 -0.52799 -0.60088  -0.03
62 H 0.28615 -1.84741 -1.66949  0.09
63 H 3.50581 6.71677 6.30257  0.11
64 H -0.28539 3.46946 0.04208  0.07
65 C 7.82816 -5.23968 0.03542  -0.24
66 C 7.03379 -4.37444 0.83937  0.04
67 H 6.14644 1.28838 0.81174  0.13
68 C -2.12967 -1.56519 -1.55269  -0.10
69 C -2.43015 0.98984 -0.44173  -0.16
70 H -0.15152 4.80901 1.18262  0.08
71 C 2.55326 6.36503 5.93187  -0.07
72 N 6.24812 -0.63318 -0.87345  0.15
73 H -2.95139 4.75493 3.94280  0.15

Cartesian forces (eV/Å) of the 2 atoms listed first:
0.568 -0.771 -0.629
-0.094 0.001 -0.419


(2)
A structure of composition C33H29N2PPtS4, computed with wB97M-V/def2-TZVPD.

- Strongest force on any atom: 0.61 eV Å⁻¹
- Multiplicity: 5
- LUMO level (spin up / spin down): 0.0091 / -0.0880 hartree
- Energy relative to the best compared isomer or geometry (same formula, charge and spin): 1.8404 eV

Last column: natural (NBO) charge in e.
CARTESIAN COORDINATES (ANGSTROEM)
1 H -1.52710 2.18323 1.10419  0.20
2 H 1.97894 -1.75811 0.13005  0.23
3 H 0.26563 -1.66854 2.59130  0.23
4 C 5.29318 -2.23595 -0.88174  -0.14
5 H 4.94265 -3.04441 4.99583  0.22
6 C 5.03654 2.46048 -1.09212  -0.20
7 H -1.40402 0.63270 1.92382  0.23
8 S -1.87550 -1.37790 -1.00423  -0.08
9 H -2.45263 2.42609 -0.62815  0.21
10 C 2.72187 -0.56182 -1.52626  0.07
11 C 1.61913 2.93667 4.65765  -0.23
12 C 5.03152 -1.56508 3.44489  -0.22
13 C 0.38352 3.51755 4.38309  -0.18
14 P 1.90130 0.28335 1.53322  0.97
15 H 4.81119 -0.12156 1.88356  0.23
16 H 2.27101 -2.62629 -1.34261  0.23
17 C -1.87793 2.27524 -1.53174  -0.27
18 C 2.23298 -1.66319 3.48358  0.02
19 H 3.05916 1.48087 4.03257  0.22
20 C 3.77130 2.24912 0.91799  -0.21
21 N 0.95717 0.42968 -2.87062  -0.33
22 C 2.69476 -1.86332 -0.68826  -0.42
23 C 4.71086 2.93475 0.16324  -0.20
24 H 3.51552 2.62846 1.89795  0.22
25 C -0.38291 3.06678 3.32357  -0.24
26 C 4.43615 -1.56127 -3.12744  -0.23
27 H 6.18142 -2.47897 -0.30502  0.20
28 C 0.73343 -1.67951 3.57618  -0.66
29 Pt 0.14335 0.43106 -0.06973  0.66
30 H 4.66149 -1.77940 -4.16686  0.21
31 N 1.28734 -0.14353 -1.65732  -0.26
32 C 2.99006 -2.46023 4.33660  -0.20
33 H 4.65986 0.97939 -2.57567  0.23
34 C 3.28143 -0.94496 -2.88758  -0.19
35 H -3.21388 3.49333 -2.68026  0.21
36 C 4.37574 -2.41591 4.32099  -0.19
37 H 2.63616 -0.73023 -3.72356  0.24
38 H -1.35877 3.49982 3.13764  0.21
39 C 4.29508 -0.77182 2.57841  -0.21
40 C -1.63444 2.69731 -3.92084  -0.22
41 H 5.17503 3.82869 0.55912  0.22
42 H 5.76806 2.97395 -1.70274  0.22
43 C 0.06780 2.03206 2.50026  0.13
44 C -0.75399 1.46382 -1.51998  -0.23
45 H 2.47926 -3.11965 5.02811  0.21
46 C 3.14358 1.10116 0.44214  -0.39
47 C 5.47321 -1.93224 -2.16520  -0.26
48 H 0.01130 4.31493 5.01407  0.21
49 C 2.90334 -0.82073 2.58398  -0.36
50 H 0.36938 -0.79800 4.11189  0.23
51 H 0.01252 1.73465 -4.89334  0.22
52 C 2.09455 1.93373 3.83317  -0.19
53 H 4.19600 -1.85973 0.86093  0.24
54 C 4.40852 1.32562 -1.58534  -0.22
55 H 6.11268 -1.51995 3.42672  0.22
56 C 1.34099 1.51370 2.73610  -0.43
57 S -0.95099 -3.06952 -0.96613  0.00
58 C -0.81753 1.43440 1.44649  -0.72
59 S -1.42344 -3.93186 1.04499  0.08
60 H -1.99226 3.18584 -4.81796  0.22
61 C 4.02202 -2.34447 -0.10049  -0.47
62 H 2.20749 3.27068 5.50209  0.22
63 C 3.45487 0.62700 -0.85326  0.09
64 H 3.89200 -3.40314 0.15608  0.23
65 C -0.07045 1.25183 -2.78182  0.23
66 C -2.32114 2.88140 -2.70101  -0.17
67 H 0.38190 -2.56479 4.10457  0.23
68 C -0.53277 1.90034 -3.97419  -0.22
69 S -2.58704 -2.69344 1.90998  -0.12
70 H 6.48625 -1.97117 -2.55302  0.21

Cartesian forces (eV/Å) of the 2 atoms listed first:
-0.022 0.035 0.000
0.023 -0.075 -0.058


(3)
A structure of composition C33H29N3OsP2S, computed with wB97M-V/def2-TZVPD.

- Total charge: +2
- Strongest force on any atom: 0.87 eV Å⁻¹
- Multiplicity: 5
- LUMO level (spin up / spin down): -0.2208 / -0.2736 hartree
- Energy relative to the best compared isomer or geometry (same formula, charge and spin): 0.0000 eV

Last column: natural (NBO) charge in e.
CARTESIAN COORDINATES (ANGSTROEM)
1 C 1.10693 -2.63874 -2.85907  -0.23
2 C 4.81939 0.08019 3.45928  -0.16
3 C 0.19953 -1.62011 -2.56835  -0.31
4 H -2.30857 -4.15115 1.93314  0.23
5 C 2.32148 -0.12051 2.28502  -0.34
6 H 5.56336 0.79054 -1.50703  0.23
7 H -2.49148 -0.44813 -0.63505  0.42
8 C -5.64058 2.96651 0.04156  -0.14
9 H 2.69732 -2.24562 2.21126  0.22
10 C -0.61706 -3.79815 -4.07220  -0.17
11 C -1.71953 -3.39879 2.44087  -0.19
12 H -2.55405 -0.44232 0.98128  0.43
13 H 0.43631 -0.75999 4.27329  0.22
14 H -2.28241 -4.06196 4.40104  0.24
15 H 5.46247 1.82769 -3.74298  0.24
16 H 1.27875 0.94694 -3.97429  0.22
17 N -1.93305 2.88982 0.01271  -0.55
18 H -0.62340 4.46742 -0.07672  0.23
19 C 3.08331 -1.27247 2.49554  -0.21
20 H -1.78769 -0.85799 -2.87008  0.20
21 H 3.32795 1.90005 -4.98537  0.24
22 C 4.62435 0.82870 -2.04331  -0.18
23 H 4.42982 2.18423 3.58386  0.24
24 C -4.86082 0.69936 0.14952  -0.17
25 H -0.93636 -4.65110 -4.65572  0.24
26 H 1.39181 -4.51819 -3.83739  0.24
27 C -0.96761 -2.49497 1.70706  -0.24
28 N -2.44435 0.16946 0.17277  -0.85
29 C -1.66723 4.18881 -0.04860  0.13
30 C -1.70265 -3.34945 3.82960  -0.17
31 C -0.17523 -1.49438 3.76196  -0.12
32 C 4.56776 1.40834 -3.30308  -0.17
33 C 0.69017 -3.72793 -3.60554  -0.17
34 Os -0.51467 1.33490 0.17980  0.71
35 C -0.93481 -2.39851 4.48750  -0.20
36 H -5.09110 -0.35849 0.20701  0.24
37 P 0.73009 -0.26923 -1.47916  1.14
38 H -0.92199 -2.36393 5.56858  0.24
39 P 0.75246 -0.32964 1.41631  1.26
40 H -6.44156 3.69410 0.01257  0.25
41 C -4.30578 3.42432 0.01161  -0.11
42 C -3.97308 4.79437 -0.04973  -0.04
43 H -2.36685 6.21098 -0.12886  0.26
44 H 4.92772 -2.05450 3.24157  0.24
45 S 1.25060 2.63749 0.07686  -0.02
46 H 1.65510 -1.96873 -0.06323  0.43
47 C -5.91358 1.62914 0.10677  -0.17
48 C -1.10222 -1.67966 -3.05436  -0.22
49 C -1.51065 -2.77125 -3.80788  -0.20
50 H -6.93488 1.27614 0.12785  0.25
51 C -2.65771 5.17206 -0.08072  -0.26
52 C -3.24828 2.48567 0.04618  0.22
53 C 4.33366 -1.16547 3.07662  -0.19
54 C -3.55685 1.11480 0.12255  0.07
55 N 1.10609 -1.11619 -0.04461  -1.28
56 H 2.18906 2.00649 2.55366  0.23
57 H -0.95515 -2.54864 0.62338  0.22
58 H 2.13721 -2.56945 -2.52655  0.23
59 H 5.79645 0.15732 3.91715  0.24
60 C 2.28152 0.33499 -2.17110  -0.34
61 H -2.51915 -2.81285 -4.19744  0.23
62 H -4.76835 5.52908 -0.06906  0.25
63 C 2.79715 1.12261 2.68907  -0.21
64 C -0.18349 -1.54731 2.36850  -0.45
65 C 3.48154 0.29308 -1.46853  -0.24
66 C 3.36715 1.45274 -4.00116  -0.19
67 C 4.05205 1.21963 3.27232  -0.19
68 H 3.53253 -0.15321 -0.48171  0.22
69 C 2.22110 0.92103 -3.43677  -0.21

Cartesian forces (eV/Å) of the 2 atoms listed first:
-0.032 0.021 -0.057
-0.026 0.014 0.002


no.,energy (eV)
1,-53528.833
2,-93544.883
3,-71029.754